Molecular formula: C51H30FeN8OP
Method: DFT, ωB97M-V/def2-TZVPD

## Properties
E_LUMO (spin up / spin down), hartree: 0.0710 / 0.0710
Total charge: -1
DFT total energy, eV: -111022.8845
Frontier orbital gap (spin up / spin down), Ha: 0.1793 / 0.1793
ΔE to the lowest compared entry with this formula, charge and spin, eV: 0.000
HOMO energy (spin up / spin down), eV: -2.95 / -2.95
Maximum force, Eh/bohr: 0.0333
Spin multiplicity: 1

Last column: Mulliken charge in e.
CARTESIAN COORDINATES (ANGSTROEM)
Fe (0.755, -0.404, -0.987)  -0.141
C (1.896, 1.813, -7.139)  -0.582
C (0.703, 2.522, -6.949)  -0.652
C (0.039, 2.481, -5.731)  -0.134
C (0.598, 1.712, -4.724)  0.166
C (0.180, 1.436, -3.341)  -0.320
N (-0.870, 2.062, -2.838)  -0.654
C (-1.348, 1.680, -1.660)  -0.817
C (-2.589, 2.311, -1.201)  0.314
C (-3.285, 3.383, -1.738)  -0.392
C (-4.470, 3.751, -1.127)  -0.803
C (-4.936, 3.047, -0.016)  -1.312
C (-4.232, 1.973, 0.508)  0.101
C (-3.035, 1.606, -0.099)  1.126
C (-1.996, 0.520, 0.150)  0.551
N (-1.057, -0.863, 2.405)  -0.119
C (-0.058, -1.648, 1.995)  -0.728
N (0.846, -1.420, 1.039)  0.632
C (1.849, -2.399, 1.243)  -0.588
N (3.018, -2.504, 0.729)  -0.497
C (3.449, -1.818, -0.335)  -0.760
N (2.713, -1.050, -1.189)  -0.004
C (3.509, -0.813, -2.269)  -0.648
N (3.183, -0.234, -3.439)  -0.575
C (2.059, 0.342, -3.643)  -0.236
N (1.031, 0.594, -2.733)  0.082
C (1.776, 1.009, -4.913)  0.110
C (2.451, 1.050, -6.123)  -0.176
C (4.816, -1.356, -2.069)  0.463
C (5.976, -1.362, -2.852)  -0.305
C (7.082, -2.015, -2.355)  -0.601
C (7.045, -2.665, -1.100)  -0.614
C (5.904, -2.667, -0.329)  -0.292
C (4.779, -1.996, -0.824)  0.369
C (1.446, -3.319, 2.297)  0.259
C (2.047, -4.441, 2.857)  -0.162
C (1.371, -5.085, 3.879)  -0.660
C (0.131, -4.621, 4.345)  -0.615
C (-0.454, -3.493, 3.793)  -0.415
C (0.223, -2.866, 2.758)  -0.099
N (-0.936, 0.741, -0.828)  1.185
H (2.390, 1.865, -8.102)  0.381
H (0.298, 3.106, -7.765)  0.395
H (-0.882, 3.026, -5.564)  0.544
H (-2.896, 3.889, -2.611)  0.561
H (-5.043, 4.586, -1.509)  0.397
H (-5.865, 3.345, 0.454)  0.442
H (-4.620, 1.473, 1.384)  0.337
H (3.375, 0.502, -6.257)  0.538
H (5.990, -0.870, -3.816)  0.512
H (7.998, -2.040, -2.934)  0.380
H (7.933, -3.174, -0.744)  0.370
H (5.867, -3.170, 0.629)  0.489
H (3.006, -4.789, 2.496)  0.553
H (1.806, -5.967, 4.333)  0.374
H (-0.367, -5.151, 5.147)  0.419
H (-1.404, -3.111, 4.146)  0.495
O (-0.098, -2.600, -2.100)  -0.786
C (-0.478, -1.729, -1.336)  0.520
C (-1.892, -1.888, -0.762)  0.360
C (-2.480, -3.139, -0.924)  -1.121
C (-3.714, -3.434, -0.371)  -0.836
C (-4.375, -2.459, 0.362)  -1.038
C (-3.809, -1.207, 0.522)  0.257
C (-2.570, -0.896, -0.036)  0.262
P (-1.275, 0.603, 1.869)  2.087
C (0.162, 1.694, 1.961)  0.419
C (0.574, 2.617, 1.002)  0.057
C (1.727, 3.360, 1.209)  -0.750
C (2.474, 3.188, 2.364)  -0.594
C (2.060, 2.280, 3.330)  -0.851
C (0.907, 1.540, 3.132)  -0.921
C (-2.476, 1.326, 3.000)  0.340
C (-3.287, 0.483, 3.755)  -0.302
C (-4.243, 1.024, 4.603)  -0.775
C (-4.381, 2.402, 4.708)  -0.522
C (-3.560, 3.243, 3.969)  -0.774
C (-2.610, 2.706, 3.115)  -0.472
H (-1.920, -3.872, -1.489)  0.518
H (-4.153, -4.415, -0.502)  0.379
H (-5.338, -2.669, 0.813)  0.457
H (-4.348, -0.471, 1.101)  0.264
H (0.015, 2.753, 0.091)  0.346
H (2.049, 4.060, 0.449)  0.480
H (3.385, 3.754, 2.509)  0.395
H (2.644, 2.136, 4.229)  0.433
H (0.598, 0.812, 3.873)  0.406
H (-3.149, -0.587, 3.670)  0.454
H (-4.873, 0.367, 5.188)  0.423
H (-5.125, 2.822, 5.373)  0.400
H (-3.661, 4.317, 4.053)  0.424
H (-1.975, 3.365, 2.533)  0.415

=====

Molecular formula: C51H30N13Ta
Method: DFT, ωB97M-V/def2-TZVPD

## Properties
E_LUMO (spin up / spin down), hartree: -0.0493 / -0.0468
DFT total energy, eV: -74296.1876
Frontier orbital gap (spin up / spin down), Ha: 0.1842 / 0.1815
ΔE to the lowest compared entry with this formula, charge and spin, eV: 4.814
HOMO energy (spin up / spin down), eV: -6.36 / -6.21
Maximum force, Eh/bohr: 0.0618
Spin multiplicity: 1

Last column: Mulliken charge in e.
CARTESIAN COORDINATES (ANGSTROEM)
Ta (-0.492, -0.770, 0.957)  0.941
C (1.299, -3.116, -5.470)  -0.455
C (2.533, -3.079, -4.704)  -0.495
C (2.716, -3.179, -3.385)  -1.160
C (1.684, -3.355, -2.288)  2.130
C (1.284, -2.662, 0.099)  -0.090
N (-0.048, -2.561, -0.049)  -0.213
C (-0.570, -2.611, -1.319)  -0.779
N (-1.849, -2.430, -1.609)  -0.082
C (-2.707, -1.748, -0.910)  -0.437
C (-4.071, -1.464, -1.305)  0.370
C (-4.834, -1.893, -2.382)  -0.224
C (-6.075, -1.310, -2.568)  -0.655
C (-6.548, -0.326, -1.695)  -0.641
C (-5.792, 0.104, -0.618)  -0.271
C (-4.542, -0.469, -0.432)  0.478
C (-3.464, -0.176, 0.496)  -0.206
N (-3.516, 0.742, 1.415)  -0.484
C (-2.550, 1.038, 2.280)  -0.401
N (-1.295, 0.444, 2.386)  -0.127
C (-0.684, 0.937, 3.532)  -0.167
N (0.428, 0.458, 4.102)  -0.464
C (1.148, -0.486, 3.599)  -0.361
N (0.998, -1.073, 2.336)  0.068
C (1.836, -2.174, 2.288)  -0.158
N (1.953, -2.917, 1.251)  -0.629
C (2.616, -2.261, 3.522)  -0.182
C (3.599, -3.134, 3.950)  -0.116
C (4.194, -2.882, 5.179)  -0.637
C (3.813, -1.790, 5.956)  -0.632
C (2.814, -0.924, 5.536)  -0.266
C (2.214, -1.177, 4.314)  0.412
C (-1.526, 1.921, 4.121)  0.442
C (-1.394, 2.717, 5.265)  -0.149
C (-2.438, 3.548, 5.594)  -0.734
C (-3.613, 3.600, 4.816)  -0.625
C (-3.757, 2.827, 3.689)  -0.336
C (-2.697, 1.986, 3.333)  0.352
N (-2.360, -0.959, 0.168)  -0.223
C (0.341, -2.682, -2.566)  0.273
C (0.061, -3.345, -5.025)  -0.961
H (1.423, -2.944, -6.533)  0.414
H (3.429, -2.964, -5.305)  0.379
H (3.737, -3.151, -3.016)  0.376
H (-4.454, -2.644, -3.062)  0.516
H (-6.686, -1.604, -3.411)  0.406
H (-7.512, 0.126, -1.888)  0.390
H (-6.150, 0.873, 0.053)  0.564
H (3.894, -3.984, 3.349)  0.544
H (4.975, -3.542, 5.534)  0.408
H (4.300, -1.616, 6.907)  0.408
H (2.497, -0.078, 6.131)  0.577
H (-0.496, 2.665, 5.867)  0.549
H (-2.373, 4.167, 6.480)  0.400
H (-4.413, 4.259, 5.127)  0.397
H (-4.655, 2.846, 3.086)  0.566
H (-0.749, -3.346, -5.746)  0.402
C (1.288, -4.808, -2.317)  -1.116
C (0.215, -4.933, -3.102)  -0.955
C (-0.332, -3.594, -3.597)  1.420
C (0.774, -1.225, -2.471)  0.082
N (1.723, -1.105, -1.585)  -0.717
C (2.118, -2.460, -1.128)  0.173
N (0.337, -0.195, -3.237)  -0.421
C (0.369, 1.030, -2.872)  0.098
N (0.288, 1.537, -1.575)  1.008
C (0.601, 2.913, -1.602)  0.042
N (0.776, 3.735, -0.651)  -0.644
C (1.227, 3.478, 0.632)  0.335
C (0.957, 4.423, 1.627)  -0.721
C (1.699, 4.389, 2.791)  -0.188
C (2.715, 3.453, 2.916)  -0.630
C (2.858, 2.514, 1.909)  -0.370
N (2.104, 2.481, 0.816)  -0.243
C (0.685, 3.304, -3.016)  0.029
C (0.931, 4.531, -3.599)  -0.234
C (0.983, 4.590, -4.986)  -0.640
C (0.808, 3.446, -5.759)  -0.649
C (0.588, 2.209, -5.168)  -0.248
C (0.532, 2.158, -3.788)  -0.011
H (1.881, -5.610, -1.896)  0.507
H (-0.227, -5.874, -3.406)  0.425
H (-1.410, -3.550, -3.496)  0.412
H (3.175, -2.484, -0.875)  0.904
H (0.196, 5.171, 1.451)  0.439
H (1.524, 5.110, 3.578)  0.454
H (3.369, 3.439, 3.776)  0.388
H (3.624, 1.747, 1.967)  0.453
H (1.076, 5.411, -2.986)  0.526
H (1.173, 5.536, -5.478)  0.403
H (0.868, 3.524, -6.837)  0.412
H (0.456, 1.313, -5.759)  0.574
C (-0.682, 0.989, -0.635)  -2.054
H (-1.511, 0.639, -1.252)  0.798
H (-1.041, 1.823, -0.028)  0.557

=====

Molecular formula: C51H33BBr2Cl2CsN16O5
Method: DFT, ωB97M-V/def2-TZVPD

## Properties
E_LUMO (spin up / spin down), hartree: 0.1170 / 0.1170
Total charge: -2
DFT total energy, eV: -253857.0431
Frontier orbital gap (spin up / spin down), Ha: 0.1447 / 0.2234
⟨S²⟩: 0.78
HOMO energy (spin up / spin down), eV: -0.75 / -2.89
Maximum force, Eh/bohr: 0.0486
Spin multiplicity: 2

Last column: Mulliken charge in e.
CARTESIAN COORDINATES (ANGSTROEM)
Cs (-0.910, -0.298, 0.506)  1.417
Cl (-1.485, 1.350, -7.252)  -0.280
C (-2.039, 0.953, -5.658)  -0.246
C (-1.146, 0.943, -4.610)  -0.287
C (-1.549, 0.619, -3.314)  -0.186
N (-0.678, 0.663, -2.260)  0.642
C (0.552, 0.355, -2.331)  -0.397
O (1.266, 0.529, -1.123)  0.791
C (1.262, -0.296, -3.443)  0.271
C (2.474, 0.154, -3.980)  0.084
C (3.069, -0.575, -4.990)  -0.665
C (2.434, -1.715, -5.461)  -0.494
C (1.205, -2.044, -4.910)  -1.011
N (0.635, -1.369, -3.938)  -0.172
C (-2.916, 0.302, -3.041)  -0.141
C (-3.801, 0.329, -4.147)  -1.025
C (-3.370, 0.631, -5.413)  0.181
Cl (-4.504, 0.620, -6.725)  -0.262
N (-3.245, -0.020, -1.783)  0.380
C (-4.425, -0.550, -1.464)  -0.318
O (-5.362, -0.883, -2.204)  -0.802
C (-4.553, -0.879, 0.000)  0.792
C (-5.482, -1.865, 0.337)  -0.610
C (-5.579, -2.279, 1.649)  -0.515
C (-4.758, -1.678, 2.590)  -0.789
C (-3.903, -0.671, 2.166)  -0.072
N (-3.793, -0.284, 0.908)  -0.209
H (-0.122, 1.239, -4.792)  0.403
H (2.929, 1.077, -3.656)  0.366
H (4.013, -0.258, -5.409)  0.430
H (2.875, -2.318, -6.239)  0.443
H (0.651, -2.905, -5.260)  0.498
H (-4.836, 0.081, -3.973)  0.670
H (-6.091, -2.287, -0.447)  0.484
H (-6.272, -3.060, 1.933)  0.380
H (-4.787, -1.982, 3.627)  0.436
H (-3.272, -0.157, 2.881)  0.508
C (3.541, 3.139, -1.489)  -1.484
C (2.240, 2.687, -1.361)  -0.697
N (2.303, 1.362, -1.217)  0.211
N (3.559, 0.929, -1.258)  0.636
C (4.336, 2.008, -1.407)  -0.456
B (4.040, -0.479, -0.699)  0.085
N (3.836, -0.339, 0.795)  1.405
C (3.575, -1.281, 1.727)  -0.745
C (3.329, -0.644, 2.918)  -0.755
C (3.452, 0.716, 2.611)  -0.542
N (3.760, 0.887, 1.342)  -0.973
N (3.245, -1.634, -1.267)  1.219
C (3.541, -2.451, -2.306)  -0.413
C (2.518, -3.357, -2.436)  -1.243
C (1.617, -3.007, -1.418)  -0.345
N (2.071, -1.988, -0.728)  -0.400
N (5.510, -0.589, -1.101)  0.829
C (6.596, -0.642, -0.307)  -0.229
C (7.707, -0.745, -1.112)  -1.035
C (7.188, -0.744, -2.411)  -0.368
N (5.873, -0.643, -2.388)  -1.138
H (3.864, 4.152, -1.599)  0.474
H (1.294, 3.189, -1.351)  0.524
H (5.403, 1.932, -1.427)  0.465
H (3.584, -2.324, 1.485)  0.552
H (3.088, -1.085, 3.864)  0.434
H (3.332, 1.568, 3.255)  0.473
H (4.440, -2.323, -2.871)  0.632
H (2.424, -4.145, -3.159)  0.534
H (0.670, -3.444, -1.168)  0.293
H (6.508, -0.594, 0.759)  0.469
H (8.733, -0.812, -0.816)  0.432
H (7.709, -0.811, -3.347)  0.449
O (-1.895, 7.537, 5.042)  -0.807
N (-1.855, 7.137, 3.861)  0.967
O (-2.064, 7.919, 2.914)  -0.790
C (-1.544, 5.795, 3.630)  -0.592
C (-1.158, 5.037, 4.731)  -0.883
C (-0.751, 3.703, 4.609)  1.340
C (-0.374, 2.906, 5.715)  -0.778
C (0.040, 1.618, 5.501)  -1.145
C (0.089, 1.130, 4.186)  -0.448
N (-0.266, 1.842, 3.143)  0.263
C (-0.690, 3.090, 3.327)  -0.166
C (-1.140, 3.840, 2.179)  -0.092
N (-1.129, 3.202, 1.007)  0.081
C (-1.617, 3.797, -0.056)  -0.067
C (-2.140, 5.087, -0.020)  -1.037
C (-2.116, 5.783, 1.171)  -0.607
C (-1.599, 5.179, 2.327)  0.533
H (-1.159, 5.507, 5.703)  0.466
H (-0.426, 3.328, 6.711)  0.407
H (0.324, 0.975, 6.322)  0.444
H (0.419, 0.124, 3.979)  0.604
H (-1.605, 3.214, -0.969)  0.372
H (-2.560, 5.537, -0.908)  0.457
H (-2.500, 6.789, 1.221)  0.518
Br (0.005, -2.653, 5.307)  -0.227
C (-1.142, -3.439, 4.003)  0.074
C (-1.866, -4.559, 4.348)  -0.490
C (-2.720, -5.117, 3.423)  0.203
Br (-3.709, -6.675, 3.940)  -0.325
C (-2.850, -4.594, 2.129)  0.782
C (-3.723, -5.092, 1.142)  -1.069
C (-3.719, -4.540, -0.110)  -1.333
C (-2.827, -3.493, -0.378)  -0.493
N (-2.045, -2.973, 0.533)  0.817
C (-2.046, -3.470, 1.771)  -1.142
C (-1.174, -2.802, 2.738)  0.591
O (-0.525, -1.774, 2.471)  -0.123
H (-1.766, -4.991, 5.335)  0.429
H (-4.397, -5.906, 1.381)  0.306
H (-4.392, -4.895, -0.877)  0.423
H (-2.764, -3.063, -1.368)  0.546

=====

Molecular formula: C51H36BrLuN8O10
Method: DFT, ωB97M-V/def2-TZVPD

## Properties
E_LUMO, hartree: 0.1150
Total charge: -2
DFT total energy, eV: -189534.1060
Frontier orbital gap, Ha: 0.1843
ΔE to the lowest compared entry with this formula, charge and spin, eV: 0.266
HOMO energy, eV: -1.88
Maximum force, Eh/bohr: 0.0729
Spin multiplicity: 1

Last column: Mulliken charge in e.
CARTESIAN COORDINATES (ANGSTROEM)
Lu (-22.029, 9.753, 5.748)  1.806
O (-24.657, 11.434, 9.009)  -0.876
C (-23.565, 11.106, 8.468)  -0.393
N (-23.095, 11.428, 7.247)  0.110
C (-23.480, 12.610, 6.635)  0.114
C (-24.560, 13.396, 7.089)  -0.525
C (-24.775, 14.705, 6.583)  -0.394
C (-24.017, 15.164, 5.506)  -0.475
C (-23.044, 14.340, 4.994)  -0.611
C (-22.814, 13.029, 5.447)  -0.080
N (-21.876, 12.098, 4.875)  0.241
C (-20.920, 12.503, 4.030)  0.112
O (-20.603, 13.665, 3.594)  -0.883
C (-20.173, 11.382, 3.338)  0.579
C (-19.346, 11.634, 2.196)  -1.017
C (-18.782, 10.592, 1.589)  -0.313
C (-19.030, 9.290, 2.017)  -1.031
C (-19.894, 9.111, 3.110)  -0.662
N (-20.463, 10.159, 3.699)  0.444
C (-22.589, 10.318, 9.290)  0.659
C (-23.010, 9.657, 10.475)  -0.769
C (-22.060, 9.017, 11.218)  -0.287
C (-20.707, 9.083, 10.807)  -0.323
C (-20.397, 9.810, 9.704)  -0.330
N (-21.316, 10.364, 8.943)  0.085
H (-25.144, 13.049, 8.020)  0.232
H (-25.628, 15.275, 7.139)  0.170
H (-24.183, 16.176, 5.144)  0.371
H (-22.319, 14.856, 4.240)  0.109
H (-19.140, 12.672, 2.090)  0.548
H (-18.142, 10.746, 0.693)  0.330
H (-18.699, 8.448, 1.432)  0.417
H (-20.276, 8.184, 3.475)  0.616
H (-24.032, 9.713, 10.723)  0.569
H (-22.377, 8.488, 12.142)  0.326
H (-19.958, 8.496, 11.294)  0.495
H (-19.327, 9.980, 9.407)  0.315
O (-18.241, 5.687, 8.521)  -0.798
C (-19.185, 5.361, 7.580)  0.589
C (-19.429, 4.043, 7.336)  -0.773
C (-20.444, 3.695, 6.433)  -0.506
C (-21.116, 4.665, 5.764)  -1.481
C (-20.786, 5.983, 5.888)  -0.495
C (-19.853, 6.331, 6.847)  0.504
C (-19.690, 7.837, 7.102)  -0.128
O (-20.396, 8.583, 6.272)  0.818
N (-18.240, 8.149, 7.067)  -0.348
N (-17.943, 9.466, 7.444)  0.063
C (-17.400, 10.228, 6.605)  -1.029
C (-16.829, 11.501, 7.086)  0.182
Br (-17.498, 12.951, 5.964)  -0.183
C (-15.975, 11.790, 8.031)  -0.881
C (-15.310, 10.823, 8.889)  0.854
C (-15.020, 11.222, 10.211)  -0.584
C (-14.517, 10.329, 11.157)  -0.598
C (-14.177, 9.033, 10.721)  -0.338
C (-14.406, 8.615, 9.457)  -0.536
C (-14.917, 9.495, 8.489)  -0.308
H (-18.022, 6.648, 8.327)  0.525
H (-18.843, 3.301, 7.777)  0.551
H (-20.679, 2.633, 6.319)  0.351
H (-21.784, 4.402, 4.980)  0.515
H (-21.284, 6.807, 5.391)  0.838
H (-19.913, 8.018, 8.152)  -0.275
H (-17.866, 7.983, 6.155)  0.293
H (-17.401, 10.052, 5.548)  0.676
H (-15.862, 12.847, 8.202)  0.358
H (-15.411, 12.195, 10.466)  0.336
H (-14.355, 10.595, 12.172)  0.425
H (-13.662, 8.417, 11.474)  0.314
H (-14.255, 7.562, 9.138)  0.321
H (-15.057, 9.145, 7.525)  0.584
O (-24.649, 6.872, 6.155)  -0.748
C (-24.119, 7.531, 7.043)  -0.092
O (-23.305, 8.481, 6.906)  -0.278
C (-24.265, 6.972, 8.439)  0.784
C (-25.599, 6.903, 9.048)  -1.300
C (-25.717, 6.329, 10.237)  -0.834
C (-24.588, 5.836, 10.933)  1.279
C (-24.689, 5.396, 12.262)  -0.879
C (-23.499, 5.004, 12.870)  -0.528
C (-22.243, 5.039, 12.144)  -0.363
C (-22.147, 5.535, 10.885)  0.052
C (-23.348, 5.951, 10.266)  -0.039
N (-23.196, 6.574, 9.069)  0.083
H (-26.358, 7.237, 8.439)  0.720
H (-26.610, 6.068, 10.802)  0.326
H (-25.685, 5.323, 12.780)  0.265
H (-23.376, 4.731, 13.944)  0.282
H (-21.267, 4.757, 12.677)  0.264
H (-21.116, 5.705, 10.332)  0.237
O (-23.871, 10.251, 4.060)  -0.825
C (-23.634, 9.126, 3.497)  0.711
O (-22.649, 8.409, 3.786)  -0.589
C (-24.454, 8.765, 2.282)  0.175
C (-25.459, 9.588, 1.853)  -0.480
C (-26.228, 9.195, 0.758)  -0.495
C (-25.996, 7.982, 0.103)  -0.493
C (-24.987, 7.192, 0.619)  0.303
C (-24.246, 7.514, 1.710)  -0.543
N (-24.874, 5.882, 0.042)  0.947
O (-25.256, 5.740, -1.154)  -0.605
O (-24.313, 5.025, 0.732)  -0.562
H (-25.702, 10.546, 2.285)  0.522
H (-27.208, 9.687, 0.567)  0.271
H (-26.654, 7.735, -0.736)  0.392
H (-23.525, 6.791, 2.122)  0.525